This record from OMol25 describes a molecular structure, C28H23N7O3Rh. The level of theory is ωB97M-V/def2-TZVPD.

The geometry in XYZ format:
```
62
Properties=species:S:1:pos:R:3:mulliken_spin:R:1
Rh -0.530 -1.158 -0.944 2.50
C -5.892 1.008 -0.749 0.14
C -4.805 1.004 -1.615 -0.07
C -3.590 0.485 -1.211 0.15
C -3.429 -0.016 0.092 -0.11
C -4.544 -0.041 0.949 0.15
C -5.757 0.469 0.526 -0.07
N -2.193 -0.526 0.421 0.56
C -1.747 -0.594 1.719 0.12
C -2.147 0.257 2.758 0.12
C -1.589 0.134 4.019 0.03
C -0.628 -0.843 4.261 0.11
C -0.185 -1.683 3.246 0.08
C -0.719 -1.557 1.972 -0.07
N -0.323 -2.250 0.859 0.39
N 0.472 -3.290 0.971 0.43
C 0.794 -3.776 -0.267 -0.05
C 1.717 -4.837 -0.331 0.09
C 2.085 -5.343 -1.549 -0.02
C 1.519 -4.812 -2.714 0.12
C 0.609 -3.789 -2.577 -0.04
N 0.244 -3.271 -1.402 0.19
H -6.845 1.408 -1.070 0.01
H -4.909 1.401 -2.617 0.00
H -2.738 0.470 -1.883 0.01
H -4.458 -0.508 1.921 0.00
H -6.610 0.434 1.192 0.00
H -2.857 1.047 2.555 -0.01
H -1.895 0.806 4.810 0.01
H -0.203 -0.939 5.253 0.01
H 0.585 -2.423 3.414 0.01
H 2.123 -5.210 0.599 0.00
H 2.808 -6.146 -1.610 0.00
H 1.774 -5.189 -3.694 0.01
H 0.131 -3.355 -3.449 0.00
O 1.789 -0.929 -1.073 0.09
N 2.402 -0.108 -0.325 -0.01
N 1.637 0.737 0.252 -0.01
O 0.335 0.756 0.131 0.08
C 2.239 1.715 1.121 0.01
C 1.398 2.442 1.945 0.01
C 1.942 3.410 2.781 0.00
C 3.307 3.647 2.788 0.00
C 4.136 2.906 1.953 0.00
C 3.610 1.938 1.114 0.00
H 0.339 2.232 1.926 -0.01
H 1.288 3.978 3.431 0.00
H 3.726 4.403 3.439 0.00
H 5.204 3.084 1.951 0.00
H 4.243 1.355 0.461 0.00
O -0.625 0.011 -2.915 0.03
N 0.349 0.894 -2.976 0.00
C 0.185 2.097 -2.401 0.01
C 1.210 3.018 -2.403 -0.01
C 2.417 2.697 -3.002 0.01
C 2.555 1.455 -3.601 -0.01
C 1.506 0.564 -3.570 0.01
H -0.773 2.247 -1.929 0.00
H 1.057 3.969 -1.914 0.00
H 3.238 3.401 -2.994 0.00
H 3.480 1.153 -4.071 0.00
H 1.536 -0.435 -3.976 0.00
```

Calculated values
Net charge   0
Gap between HOMO and LUMO (alpha / beta)   0.2205 / 0.2149 Ha
Lowest unoccupied orbital energy (alpha / beta)   0.1934 / -1.8115 eV
Multiplicity   6